No. 1
ORCA calculation (ωB97M-V/def2-TZVPD) on 3 unconnected molecules or ions with the total composition C17H32N2O2P in a non-equilibrium geometry.

Its multiplicity is 1. The orbital gap comes out at 7.67 eV. As for the energy: -34496.214 eV. The charge is +1. The highest occupied orbital energy comes out at -11.643 eV.

Cartesian coordinates (Å):
C1 -0.701 -6.917 1.276
C2 -1.093 -5.703 0.907
P1 -1.391 -3.868 0.473
C3 -2.846 -3.116 1.470
N1 -3.903 -2.573 0.549
C4 -5.289 -2.765 1.121
C5 0.266 -2.949 0.806
C6 1.098 -2.648 -0.480
C7 2.511 -1.922 -0.233
C8 2.758 -1.667 1.320
C9 1.762 -2.017 2.478
N2 0.510 -2.666 2.191
H1 -0.044 -7.774 1.702
H2 -1.747 -3.718 -0.920
H3 -2.468 -2.296 2.182
H4 -3.318 -4.003 2.044
H5 -3.760 -1.544 0.429
H6 -5.444 -3.810 1.593
H7 -5.551 -1.959 1.903
H8 -6.056 -2.678 0.245
H9 0.759 -2.931 -1.557
H10 3.245 -1.645 -1.068
H11 3.761 -1.166 1.622
H12 2.068 -1.755 3.569
C10 5.972 3.257 -3.154
C11 4.887 2.239 -3.461
O1 4.824 1.174 -2.520
C12 4.556 1.535 -1.172
C13 3.222 2.239 -0.986
H13 6.949 2.768 -3.090
H14 6.013 4.018 -3.939
H15 5.797 3.766 -2.204
H16 5.098 1.783 -4.433
H17 3.908 2.721 -3.553
H18 5.378 2.133 -0.768
H19 4.541 0.604 -0.597
H20 3.190 3.195 -1.515
H21 3.040 2.440 0.073
H22 2.405 1.624 -1.372
C14 -2.610 2.443 2.428
C15 -2.067 1.825 1.151
O2 -3.082 1.372 0.263
C16 -3.992 2.355 -0.217
C17 -3.322 3.471 -0.999
H23 -3.262 1.736 2.949
H24 -1.788 2.720 3.096
H25 -3.195 3.343 2.228
H26 -1.468 0.947 1.413
H27 -1.393 2.515 0.634
H28 -4.589 2.755 0.609
H29 -4.691 1.837 -0.879
H30 -2.632 4.047 -0.378
H31 -4.070 4.163 -1.393
H32 -2.747 3.064 -1.835

No. 2
ORCA calculation (ωB97M-V/def2-TZVPD) on a molecular structure, C17H32N3O8P2S2W in a non-equilibrium geometry.

Its multiplicity is 1. The orbital gap (alpha / beta) comes out at 7.42 / 7.42 eV. Its energy relative to the best compared isomer or geometry (same formula, charge and spin) is 2.38 kcal/mol. As for the energy: -81071.174 eV. The charge is +1. The highest occupied orbital energy (alpha / beta) comes out at -10.969 / -10.940 eV.

Cartesian coordinates (Å):
W1 0.253 0.414 0.340
O1 2.211 2.393 5.836
C1 1.818 1.991 4.790
C2 0.438 1.307 4.529
O2 -0.421 1.077 5.329
C3 0.444 1.062 3.069
C4 1.593 1.534 2.489
O3 1.613 1.467 1.133
C5 2.553 2.114 3.416
O4 3.635 2.590 3.219
O5 -0.475 0.591 2.279
C6 -1.505 3.509 1.203
N1 -2.019 2.871 -0.015
C7 -1.601 3.556 -1.236
P1 -2.707 1.388 -0.072
O6 -1.585 0.297 -0.284
N2 -3.624 1.224 -1.402
C8 -4.805 2.068 -1.554
C9 -3.276 0.460 -2.598
N3 -3.424 1.160 1.363
C10 -4.261 2.163 2.022
C11 -3.605 -0.189 1.908
H1 -1.958 4.494 1.325
H2 -0.421 3.636 1.115
H3 -1.702 2.895 2.075
H4 -1.823 4.619 -1.146
H5 -2.135 3.163 -2.100
H6 -0.525 3.433 -1.395
H7 -5.005 2.632 -0.642
H8 -5.680 1.453 -1.769
H9 -4.664 2.778 -2.372
H10 -2.347 -0.081 -2.451
H11 -3.166 1.135 -3.450
H12 -4.072 -0.252 -2.820
H13 -4.118 3.148 1.585
H14 -3.997 2.209 3.080
H15 -5.315 1.891 1.934
H16 -2.941 -0.892 1.410
H17 -4.639 -0.517 1.783
H18 -3.349 -0.174 2.967
C12 4.818 -0.290 -1.544
C13 4.403 -1.526 -0.783
C14 5.477 -2.587 -0.725
O7 3.250 -2.170 -1.471
P2 1.752 -1.790 -1.218
S1 1.160 0.029 -1.864
S2 1.270 -1.633 0.765
O8 0.934 -2.889 -1.950
C15 1.182 -4.353 -2.009
C16 1.538 -4.896 -0.643
C17 2.205 -4.650 -3.082
H19 5.692 0.138 -1.052
H20 4.044 0.473 -1.563
H21 5.095 -0.549 -2.565
H22 4.056 -1.279 0.223
H23 5.789 -2.870 -1.730
H24 5.131 -3.475 -0.197
H25 6.344 -2.192 -0.198
H26 0.202 -4.721 -2.310
H27 2.494 -4.506 -0.291
H28 1.644 -5.979 -0.715
H29 0.763 -4.682 0.091
H30 3.211 -4.394 -2.758
H31 1.975 -4.107 -3.997
H32 2.179 -5.716 -3.307

No. 3
ORCA calculation (ωB97M-V/def2-TZVPD) on a molecular structure, C17H32NNdO2P2 in a non-equilibrium geometry.

Its multiplicity is 4. The orbital gap (alpha / beta) comes out at 8.65 / 8.77 eV. Its energy relative to the best compared isomer or geometry (same formula, charge and spin) is 0.00 kcal/mol. As for the energy: -57573.982 eV. The charge is +2. The highest occupied orbital energy (alpha / beta) comes out at -15.404 / -15.409 eV.

Cartesian coordinates (Å):
Nd1 0.044 -0.459 0.437
P1 -2.561 0.653 -0.260
C1 -2.207 1.171 -2.010
C2 -0.776 1.414 -2.452
N1 0.298 1.082 -1.688
C3 1.531 1.432 -2.150
C4 1.701 2.085 -3.366
C5 0.612 2.331 -4.193
C6 -0.648 2.002 -3.709
C7 2.787 1.196 -1.316
P2 2.851 -0.361 -0.304
H1 -1.553 2.189 -4.285
H2 2.715 2.350 -3.657
H3 0.741 2.775 -5.179
H4 3.660 1.160 -1.989
H5 2.938 2.034 -0.609
H6 -2.655 0.425 -2.664
H7 -2.764 2.111 -2.168
H8 -2.769 -3.954 -3.880
O1 -2.095 -4.189 -4.530
H9 -1.934 -3.358 -5.011
H10 -0.522 -3.030 2.117
O2 0.261 -2.411 -0.195
H11 0.511 -3.326 -0.369
C8 3.342 -1.586 -1.566
H12 4.379 -1.420 -1.886
H13 3.249 -2.579 -1.109
H14 2.660 -1.545 -2.424
C9 4.408 -0.102 0.603
H15 4.441 -0.842 1.414
H16 5.280 -0.239 -0.053
H17 4.418 0.898 1.057
C10 -3.510 2.063 0.419
H18 -4.546 2.068 0.045
H19 -3.525 1.949 1.513
H20 -3.012 3.013 0.183
C11 -3.919 -0.532 -0.588
H21 -4.118 -1.070 0.348
H22 -4.828 -0.008 -0.919
H23 -3.598 -1.256 -1.351
C12 -1.307 0.559 4.798
C13 -0.098 -0.351 4.559
C14 1.182 0.496 4.575
C15 -0.030 -1.373 5.702
C16 -0.244 -1.058 3.240
C17 -0.423 -1.983 2.433
H24 -1.217 1.070 5.765
H25 -2.231 -0.029 4.811
H26 -1.396 1.317 4.012
H27 1.291 1.001 5.546
H28 2.058 -0.144 4.420
H29 1.165 1.255 3.781
H30 -0.933 -1.992 5.718
H31 0.832 -2.034 5.571
H32 0.065 -0.867 6.671

No. 4
ORCA calculation (ωB97M-V/def2-TZVPD) on a molecular structure, C17H32NO2PtSe2Si2.

Its multiplicity is 3. The orbital gap (alpha / beta) comes out at 6.26 / 6.32 eV. Its energy relative to the best compared isomer or geometry (same formula, charge and spin) is 0.00 kcal/mol. As for the energy: -173431.653 eV. The charge is -1. The highest occupied orbital energy (alpha / beta) comes out at -3.546 / -3.986 eV.

Cartesian coordinates (Å):
Pt1 -0.785 0.659 -0.766
O1 1.771 3.331 1.468
C1 0.643 2.606 1.977
C2 -0.674 3.378 1.849
C3 -0.644 4.554 2.839
O2 0.396 5.489 2.601
C4 -1.813 2.458 2.311
Se1 -2.444 1.043 1.100
C5 -0.963 3.943 0.444
Se2 -0.260 2.997 -1.118
H1 1.676 3.284 0.497
H2 0.845 2.431 3.038
H3 0.568 1.637 1.480
H4 -0.563 4.148 3.858
H5 -1.589 5.105 2.779
H6 1.145 4.981 2.246
H7 -2.693 3.075 2.506
H8 -1.532 1.984 3.254
H9 -0.556 4.951 0.370
H10 -2.045 3.994 0.315
C6 1.651 -2.691 -3.012
Si1 0.854 -1.056 -2.461
C7 -0.350 -0.715 -3.853
C8 2.262 0.171 -2.534
C9 0.099 -1.328 -0.763
C10 -1.190 -2.041 -0.830
C11 -1.481 -3.324 -0.344
C12 -2.781 -3.783 -0.385
C13 -3.789 -2.974 -0.902
C14 -3.432 -1.720 -1.360
N1 -2.179 -1.277 -1.334
Si2 1.197 -1.611 0.706
C15 2.487 -0.261 0.862
C16 2.124 -3.254 0.649
C17 0.177 -1.639 2.270
H11 1.962 -2.653 -4.060
H12 0.949 -3.521 -2.896
H13 2.534 -2.920 -2.413
H14 0.246 -0.691 -4.771
H15 -0.897 0.223 -3.758
H16 -1.081 -1.521 -3.941
H17 2.623 0.138 -3.568
H18 3.087 -0.126 -1.889
H19 1.986 1.196 -2.287
H20 -0.691 -3.938 0.063
H21 -3.015 -4.771 -0.005
H22 -4.819 -3.300 -0.936
H23 -4.168 -1.026 -1.748
H24 3.451 -0.568 0.449
H25 2.646 -0.021 1.917
H26 2.176 0.657 0.365
H27 2.783 -3.308 -0.218
H28 1.454 -4.114 0.608
H29 2.742 -3.362 1.546
H30 -0.451 -0.747 2.325
H31 0.837 -1.670 3.142
H32 -0.488 -2.504 2.318

Copy entry 4 word for word.
ORCA calculation (ωB97M-V/def2-TZVPD) on a molecular structure, C17H32NO2PtSe2Si2.

Its multiplicity is 3. The orbital gap (alpha / beta) comes out at 6.26 / 6.32 eV. Its energy relative to the best compared isomer or geometry (same formula, charge and spin) is 0.00 kcal/mol. As for the energy: -173431.653 eV. The charge is -1. The highest occupied orbital energy (alpha / beta) comes out at -3.546 / -3.986 eV.

Cartesian coordinates (Å):
Pt1 -0.785 0.659 -0.766
O1 1.771 3.331 1.468
C1 0.643 2.606 1.977
C2 -0.674 3.378 1.849
C3 -0.644 4.554 2.839
O2 0.396 5.489 2.601
C4 -1.813 2.458 2.311
Se1 -2.444 1.043 1.100
C5 -0.963 3.943 0.444
Se2 -0.260 2.997 -1.118
H1 1.676 3.284 0.497
H2 0.845 2.431 3.038
H3 0.568 1.637 1.480
H4 -0.563 4.148 3.858
H5 -1.589 5.105 2.779
H6 1.145 4.981 2.246
H7 -2.693 3.075 2.506
H8 -1.532 1.984 3.254
H9 -0.556 4.951 0.370
H10 -2.045 3.994 0.315
C6 1.651 -2.691 -3.012
Si1 0.854 -1.056 -2.461
C7 -0.350 -0.715 -3.853
C8 2.262 0.171 -2.534
C9 0.099 -1.328 -0.763
C10 -1.190 -2.041 -0.830
C11 -1.481 -3.324 -0.344
C12 -2.781 -3.783 -0.385
C13 -3.789 -2.974 -0.902
C14 -3.432 -1.720 -1.360
N1 -2.179 -1.277 -1.334
Si2 1.197 -1.611 0.706
C15 2.487 -0.261 0.862
C16 2.124 -3.254 0.649
C17 0.177 -1.639 2.270
H11 1.962 -2.653 -4.060
H12 0.949 -3.521 -2.896
H13 2.534 -2.920 -2.413
H14 0.246 -0.691 -4.771
H15 -0.897 0.223 -3.758
H16 -1.081 -1.521 -3.941
H17 2.623 0.138 -3.568
H18 3.087 -0.126 -1.889
H19 1.986 1.196 -2.287
H20 -0.691 -3.938 0.063
H21 -3.015 -4.771 -0.005
H22 -4.819 -3.300 -0.936
H23 -4.168 -1.026 -1.748
H24 3.451 -0.568 0.449
H25 2.646 -0.021 1.917
H26 2.176 0.657 0.365
H27 2.783 -3.308 -0.218
H28 1.454 -4.114 0.608
H29 2.742 -3.362 1.546
H30 -0.451 -0.747 2.325
H31 0.837 -1.670 3.142
H32 -0.488 -2.504 2.318

- Which value of charge does entry 2 give?
  +1